1.
ORCA calculation (the ωB97M-V functional and the def2-TZVPD basis) on C24H12BCl5CrF4N6 as an isolated structure at a distorted geometry.

Spin multiplicity: 5
Largest force on an atom: 1.94 eV Å⁻¹
Relative energy (zero: lowest compared OMol25 entry of this formula, charge and spin): 26.4 kJ/mol
HOMO (spin up / spin down): -0.3146 / -0.3215 Ha

CARTESIAN COORDINATES (ANGSTROEM)
Cr -0.649 1.163 0.648
C -4.453 -0.734 0.102
C -3.506 0.268 0.165
N -2.193 0.013 0.086
C -1.863 -1.286 -0.136
C -2.835 -2.280 -0.119
N -4.125 -2.021 0.006
C -0.446 -1.520 -0.430
C 0.063 -2.699 -0.943
C 1.397 -2.767 -1.346
C 2.166 -1.617 -1.173
C 1.605 -0.482 -0.612
N 0.318 -0.433 -0.252
C 2.336 0.784 -0.438
C 3.708 0.865 -0.256
N 4.325 2.031 -0.106
C 3.575 3.118 -0.174
C 2.197 3.049 -0.368
N 1.573 1.887 -0.457
C 1.956 -3.988 -1.967
C 3.331 -4.190 -2.073
C 3.805 -5.341 -2.682
N 3.019 -6.290 -3.176
C 1.707 -6.106 -3.071
C 1.134 -4.987 -2.489
H -5.508 -0.501 0.154
H -3.795 1.299 0.301
H -2.558 -3.325 -0.197
H -0.578 -3.562 -1.032
H 3.191 -1.574 -1.509
H 4.329 -0.023 -0.209
H 4.075 4.069 -0.043
H 1.592 3.941 -0.440
H 4.040 -3.480 -1.672
H 4.872 -5.510 -2.778
H 1.082 -6.893 -3.478
H 0.057 -4.905 -2.476
Cl -1.623 3.485 -0.955
C -2.370 3.510 0.613
C -2.011 2.450 1.432
C -2.624 2.402 2.677
Cl -2.303 1.010 3.653
C -3.495 3.392 3.119
Cl -4.204 3.304 4.681
C -3.805 4.457 2.270
Cl -4.877 5.695 2.789
C -3.256 4.507 0.987
Cl -3.682 5.766 -0.106
F 0.713 1.469 2.242
B 1.082 2.870 2.740
F 2.446 2.878 2.877
F 0.664 3.746 1.716
F 0.401 3.085 3.902

2.
ORCA calculation (the ωB97M-V functional and the def2-TZVPD basis) on C24H15BrCoF4N2O2PS4 as an isolated structure.

Spin multiplicity: 4
Net charge: -1
Largest force on an atom: 0.39 eV Å⁻¹
Relative energy (zero: lowest compared OMol25 entry of this formula, charge and spin): 117.7 kJ/mol
HOMO (spin up / spin down): -0.1322 / -0.1401 Ha

CARTESIAN COORDINATES (ANGSTROEM)
Co -0.365 0.028 0.077
O 0.617 1.879 -0.212
N -0.141 2.869 -0.295
N -1.394 2.574 -0.405
O -1.857 1.334 -0.411
C -2.324 3.652 -0.399
C -1.892 4.977 -0.448
C -2.827 5.996 -0.396
C -4.185 5.711 -0.308
C -4.600 4.389 -0.272
C -3.675 3.352 -0.317
H -0.834 5.187 -0.510
H -2.490 7.025 -0.427
H -4.911 6.513 -0.272
H -5.655 4.152 -0.208
H -3.975 2.315 -0.293
F -4.493 -3.828 4.640
C -3.553 -3.036 4.119
C -2.602 -2.464 4.936
F -2.627 -2.706 6.251
C -1.636 -1.644 4.383
F -0.752 -1.121 5.239
C -1.574 -1.372 3.021
P -0.304 -0.208 2.307
C -0.753 1.284 3.291
C -1.835 1.997 2.770
C -2.286 3.159 3.381
C -1.642 3.633 4.517
C -0.561 2.934 5.037
C -0.121 1.763 4.433
C 1.247 -0.837 3.040
C 2.319 0.042 3.177
C 3.556 -0.418 3.604
C 3.745 -1.766 3.870
C 2.693 -2.654 3.701
C 1.451 -2.191 3.290
C -2.554 -1.956 2.223
Br -2.667 -1.649 0.365
C -3.528 -2.779 2.766
F -4.473 -3.344 2.006
H -2.316 1.633 1.867
H -3.122 3.701 2.953
H -1.976 4.549 4.989
H -0.058 3.300 5.925
H 0.714 1.221 4.859
H 2.193 1.088 2.922
H 4.384 0.275 3.696
H 4.717 -2.130 4.179
H 2.844 -3.714 3.863
H 0.646 -2.900 3.132
S 2.794 -0.860 -0.480
S 4.137 -2.364 0.110
S 3.227 -4.074 0.195
S 1.003 -1.745 -0.621

3.
ORCA calculation (the ωB97M-V functional and the def2-TZVPD basis) on C24H15BrF10N3O2Rh as an isolated structure at a distorted geometry.

Spin multiplicity: 5
Largest force on an atom: 1.58 eV Å⁻¹
HOMO (spin up / spin down): -0.2857 / -0.2790 Ha

CARTESIAN COORDINATES (ANGSTROEM)
Rh 0.880 -0.218 0.112
C 3.926 -0.264 -0.473
N 2.711 -0.187 -1.280
C 2.631 1.109 -1.959
C 1.238 1.452 -2.496
N 0.245 1.205 -1.491
C -1.018 1.573 -1.647
C -1.937 1.344 -0.582
F -1.494 0.686 0.509
C -3.260 1.730 -0.609
F -4.043 1.482 0.445
C -3.781 2.370 -1.735
F -5.053 2.771 -1.768
C -2.943 2.564 -2.830
F -3.432 3.135 -3.934
C -1.617 2.174 -2.797
F -0.895 2.353 -3.922
C 2.615 -1.349 -2.169
C 1.178 -1.728 -2.550
N 0.352 -1.712 -1.375
C -0.909 -2.132 -1.406
C -1.679 -2.497 -2.544
F -1.153 -2.398 -3.782
C -2.985 -2.940 -2.441
F -3.653 -3.281 -3.546
C -3.616 -3.034 -1.201
F -4.874 -3.469 -1.116
C -2.908 -2.663 -0.054
F -3.500 -2.733 1.140
C -1.604 -2.238 -0.165
F -0.912 -1.878 0.941
H 4.824 -0.245 -1.105
H 3.920 -1.184 0.113
H 3.964 0.575 0.220
H 3.357 1.150 -2.785
H 2.890 1.873 -1.221
H 1.019 0.879 -3.407
H 1.246 2.510 -2.787
H 3.035 -2.201 -1.630
H 3.206 -1.183 -3.082
H 1.200 -2.739 -2.980
H 0.785 -1.068 -3.332
Br 0.237 1.057 8.587
C 0.573 0.912 6.717
C 0.192 1.949 5.878
C 0.416 1.828 4.520
C 1.021 0.683 4.014
C 1.408 -0.342 4.873
C 1.184 -0.232 6.230
C 1.219 0.510 2.550
O 0.858 1.402 1.746
O 1.756 -0.552 2.127
H -0.280 2.829 6.287
H 0.115 2.609 3.838
H 1.872 -1.221 4.454
H 1.470 -1.026 6.901

4.
ORCA calculation (the ωB97M-V functional and the def2-TZVPD basis) on C24H15BrN7O2Pd as an isolated structure.

Spin multiplicity: 3
Net charge: +1
Largest force on an atom: 0.93 eV Å⁻¹
Relative energy (zero: lowest compared OMol25 entry of this formula, charge and spin): 96.0 kJ/mol
HOMO (spin up / spin down): -0.4293 / -0.4293 Ha

CARTESIAN COORDINATES (ANGSTROEM)
Pd 0.282 0.404 -0.156
C 1.735 1.010 3.975
C 0.849 1.017 2.896
N 0.986 0.132 1.916
C 1.937 -0.821 2.018
C 2.758 -0.839 3.152
N 2.670 0.087 4.083
C 2.022 -1.763 0.891
C 2.996 -2.742 0.746
C 2.997 -3.564 -0.388
C 2.000 -3.336 -1.342
C 1.061 -2.332 -1.148
N 1.071 -1.598 -0.032
C 0.041 -1.939 -2.137
C 0.019 -2.383 -3.462
N -0.842 -1.910 -4.341
C -1.724 -1.019 -3.933
C -1.758 -0.588 -2.604
N -0.871 -1.034 -1.725
C 4.009 -4.618 -0.577
C 4.063 -5.395 -1.739
C 5.019 -6.395 -1.844
N 5.900 -6.646 -0.898
C 5.878 -5.918 0.198
C 4.960 -4.901 0.410
H 1.693 1.754 4.758
H 0.030 1.729 2.824
H 3.503 -1.604 3.318
H 3.749 -2.845 1.505
H 1.950 -3.929 -2.237
H 0.714 -3.116 -3.842
H -2.413 -0.650 -4.680
H -2.505 0.106 -2.239
H 3.389 -5.245 -2.566
H 5.077 -7.019 -2.725
H 6.624 -6.156 0.943
H 5.004 -4.357 1.338
Br -0.753 2.537 -7.065
C 0.667 2.445 -5.818
C 1.990 2.620 -6.216
N 2.990 2.534 -5.365
C 2.767 2.238 -4.101
C 1.477 2.039 -3.609
C 0.406 2.161 -4.489
C 1.186 1.641 -2.205
O 2.047 1.031 -1.522
O 0.030 1.867 -1.745
H 2.247 2.824 -7.246
H 3.635 2.156 -3.462
H -0.601 2.020 -4.125

> largest force on an atom of number 3 (C24H15BrF10N3O2Rh)?

1.58 eV Å⁻¹